Record 1
{"formula": "C3H8NO2S2", "method": "the ωB97M-V functional and the def2-TZVPD basis", "symbols": ["N", "C", "C", "S", "S", "C", "O", "O", "H", "H", "H", "H", "H", "H", "H", "H"], "positions_angstrom": [[-1.234, 1.667, -0.228], [0.096, 1.067, 0.199], [0.312, -0.340, -0.263], [-0.653, -1.464, 0.793], [-1.041, -3.011, -0.320], [1.109, 2.134, -0.144], [0.992, 3.035, -0.925], [2.267, 1.868, 0.476], [-1.209, 2.666, -0.023], [-2.089, 1.184, 0.084], [-1.416, 1.455, -1.219], [0.118, 1.037, 1.315], [0.069, -0.344, -1.341], [1.355, -0.628, -0.352], [-0.148, -3.937, 0.117], [3.038, 2.080, -0.041]], "homo_ev": -13.078, "gap_ev": 9.4470, "molar_mass_da": 154.24, "smiles": "[NH3+][C@@H](CSS)C(=O)O", "e_lumo_ev": -3.6, "total_charge": 1, "relative_energy_kj_mol": 77.74}


Record 2
{"formula": "C3H8NO3", "method": "the ωB97M-V functional and the def2-TZVPD basis", "symbols": ["C", "C", "C", "N", "O", "O", "O", "H", "H", "H", "H", "H", "H", "H", "H"], "positions_angstrom": [[-2.192, -0.459, -0.620], [-1.625, 0.188, 0.599], [-0.118, 0.311, 0.379], [0.310, 1.287, -0.252], [1.608, 1.304, -0.490], [2.577, -0.851, 0.358], [3.949, -0.730, -0.047], [-3.412, -0.667, -0.488], [-2.225, 0.162, -1.486], [-1.853, -1.411, -0.900], [-1.792, -0.421, 1.461], [-2.011, 1.269, 0.496], [4.098, 0.242, 0.202], [0.717, -0.400, 0.823], [1.968, 0.177, -0.036]], "homo_ev": -3.620, "gap_ev": 7.6269, "molar_mass_da": 106.10, "e_lumo_ev": 4.0, "total_charge": -1, "relative_energy_kj_mol": 699.93}


Record 3
{"formula": "C3H8NO3", "method": "the ωB97M-V functional and the def2-TZVPD basis", "symbols": ["C", "N", "C", "C", "O", "O", "H", "H", "H", "H", "H", "H", "H", "H", "O"], "positions_angstrom": [[0.474, -0.120, 1.642], [1.087, -0.653, 0.406], [0.115, -1.309, -0.492], [-0.989, -0.488, -1.206], [-1.253, -0.837, -2.369], [-1.608, 0.352, -0.496], [-0.608, -0.041, 1.537], [0.854, 0.891, 1.815], [0.707, -0.725, 2.519], [1.580, 0.108, -0.035], [-0.342, -2.096, 0.115], [0.738, -1.830, -1.223], [-0.764, 1.832, -0.329], [0.021, 2.462, -1.421], [-0.013, 2.452, -0.463]], "homo_ev": -4.031, "gap_ev": 8.2119, "molar_mass_da": 106.10, "e_lumo_ev": 4.2, "total_charge": -1, "relative_energy_kj_mol": 82.10}


Record 4
{"formula": "C3H8NO3", "method": "the ωB97M-V functional and the def2-TZVPD basis", "symbols": ["C", "N", "C", "O", "O", "C", "H", "H", "H", "H", "H", "H", "H", "H", "O"], "positions_angstrom": [[-0.521, 1.617, -0.209], [-0.569, 0.272, 0.181], [0.709, -0.274, 0.758], [1.674, 0.235, 0.249], [0.550, -1.144, 1.644], [-1.428, 1.946, -1.408], [-0.918, 2.321, 0.611], [0.439, 2.030, -0.309], [-1.324, -0.022, 0.702], [-0.862, 2.825, -1.758], [-2.369, 2.380, -1.243], [-1.612, 1.118, -2.149], [-0.296, -1.703, -0.953], [0.624, -2.532, 0.042], [-0.007, -2.598, -0.776]], "homo_ev": -4.489, "gap_ev": 8.4603, "molar_mass_da": 106.10, "e_lumo_ev": 4.0, "total_charge": -1, "relative_energy_kj_mol": 107.78}


Record 5
{"formula": "C3H8NO3", "method": "the ωB97M-V functional and the def2-TZVPD basis", "symbols": ["C", "C", "C", "N", "O", "O", "O", "H", "H", "H", "H", "H", "H", "H", "H"], "positions_angstrom": [[1.290, 1.156, 1.879], [0.147, 0.345, 1.635], [-0.379, -0.536, -1.396], [-1.375, -0.709, -2.221], [1.139, 0.682, 0.658], [-0.753, -0.763, -0.115], [0.674, 0.051, -1.734], [0.878, 2.154, 1.954], [2.064, 1.028, 2.739], [-0.706, 0.573, 1.057], [-1.031, -0.930, -3.173], [1.358, 0.032, -1.045], [-2.245, -1.134, -1.971], [-1.631, -1.194, -0.058], [0.569, -0.754, 1.791]], "homo_ev": -14.236, "gap_ev": 10.3097, "molar_mass_da": 106.10, "e_lumo_ev": -3.9, "total_charge": 1, "relative_energy_kj_mol": 436.23}


Record 6
{"formula": "C3H8NOP", "method": "the ωB97M-V functional and the def2-TZVPD basis", "symbols": ["H", "N", "C", "P", "C", "C", "O", "H", "H", "H", "H", "H", "H", "H"], "positions_angstrom": [[0.310, -2.601, -0.869], [-0.242, -1.783, -1.065], [0.380, -0.739, -0.220], [2.069, -0.930, 0.324], [-0.105, 0.682, -0.403], [-1.545, 0.998, -0.016], [0.615, 1.776, 0.260], [1.758, -0.923, 1.593], [2.060, -2.367, 0.487], [-0.018, 0.960, -1.469], [-1.618, 0.900, 1.062], [-2.231, 0.253, -0.509], [-1.696, 1.958, -0.388], [0.264, 1.816, 1.212]], "homo_ev": [-9.630, -9.631], "gap_ev": [9.6394, 9.6401], "molar_mass_da": 105.08, "smiles": "[H]/N=C(\\P)[C@@H](C)O", "e_lumo_ev": [0.0, 0.0], "relative_energy_kj_mol": 283.96}


Record 7
{"formula": "C3H8NOS", "method": "the ωB97M-V functional and the def2-TZVPD basis", "symbols": ["C", "C", "N", "O", "H", "H", "H", "H", "H", "C", "S", "H", "H", "H"], "positions_angstrom": [[-1.614, -1.483, -1.583], [-1.430, -1.258, -0.027], [-0.228, -1.608, 0.424], [-2.379, -0.690, 0.606], [-1.075, -2.357, -1.932], [-1.177, -0.616, -2.067], [-2.659, -1.525, -1.820], [0.950, -0.197, 1.063], [-0.230, -1.595, 1.433], [1.927, 2.325, 0.686], [2.212, 1.180, 2.013], [2.524, 3.205, 0.938], [2.310, 1.985, -0.279], [0.869, 2.633, 0.545]], "homo_ev": -4.141, "gap_ev": 7.7424, "molar_mass_da": 106.17, "e_lumo_ev": 3.6, "total_charge": -1, "relative_energy_kj_mol": 246.40}


Record 8
{"formula": "C3H8NP", "method": "the ωB97M-V functional and the def2-TZVPD basis", "symbols": ["C", "C", "C", "N", "P", "H", "H", "H", "H", "H", "H", "H", "H"], "positions_angstrom": [[-0.008, -0.370, 0.071], [0.636, -1.689, 0.110], [0.773, 0.517, -0.858], [-1.050, -0.162, 0.617], [-1.870, 1.931, 0.429], [0.141, -2.385, 0.790], [1.691, -1.746, 0.347], [0.506, -2.139, -0.938], [0.407, 1.508, -0.914], [0.735, -0.005, -1.848], [1.769, 0.428, -0.565], [-0.812, 2.434, 1.252], [-2.921, 1.678, 1.507]], "homo_ev": -8.473, "gap_ev": 8.7439, "molar_mass_da": 89.08, "e_lumo_ev": 0.3, "relative_energy_kj_mol": 173.43}


Record 9
{"formula": "C3H8NS2", "method": "the ωB97M-V functional and the def2-TZVPD basis", "symbols": ["C", "C", "C", "N", "S", "S", "H", "H", "H", "H", "H", "H", "H", "H"], "positions_angstrom": [[0.927, 0.371, -1.645], [-0.081, 0.250, -0.758], [0.116, 0.217, 0.636], [-1.035, 0.309, 1.540], [2.061, -2.877, 0.123], [0.455, -2.340, 1.097], [0.745, 0.349, -2.704], [1.948, 0.508, -1.331], [-1.089, 0.099, -1.123], [1.055, 0.519, 1.068], [-0.798, -0.129, 2.441], [-1.320, 1.287, 1.708], [-1.830, -0.207, 1.137], [1.504, -3.372, -1.005]], "homo_ev": [-12.508, -12.342], "gap_ev": [7.3044, 7.3090], "molar_mass_da": 122.24, "e_lumo_ev": [-5.2, -5.0], "total_charge": 1, "relative_energy_kj_mol": 193.69}


Record 10
{"formula": "C3H8NSe", "method": "the ωB97M-V functional and the def2-TZVPD basis", "symbols": ["C", "C", "C", "N", "Se", "H", "H", "H", "H", "H", "H", "H", "H"], "positions_angstrom": [[1.312, 0.475, 0.495], [0.242, -0.642, 0.691], [-2.244, -0.881, -0.557], [0.852, 1.360, -0.485], [-1.365, 0.334, 0.320], [1.471, 1.081, 1.308], [2.138, -0.224, 0.238], [0.232, -1.333, -0.120], [0.209, -1.097, 1.668], [-3.269, -0.744, -0.862], [-1.874, -1.798, -0.814], [1.149, 2.323, -0.478], [1.147, 1.146, -1.405]], "homo_ev": -14.363, "gap_ev": 8.7128, "molar_mass_da": 137.06, "e_lumo_ev": -5.6, "total_charge": 1, "relative_energy_kj_mol": 129.55}


Record 11
{"formula": "C3H8O", "method": "the ωB97M-V functional and the def2-TZVPD basis", "symbols": ["C", "C", "C", "H", "H", "H", "H", "H", "H", "O", "H", "H"], "positions_angstrom": [[-0.658, -0.473, -2.157], [-0.459, 0.322, -1.137], [0.563, 1.577, -1.175], [-1.388, -1.375, -1.869], [-0.203, -0.295, -3.117], [-0.869, 0.192, -0.142], [0.372, 2.382, -1.890], [0.537, 2.229, -0.251], [1.565, 1.084, -1.405], [0.068, -1.556, 4.355], [0.351, -1.972, 3.589], [0.120, -2.114, 5.197]], "homo_ev": -9.858, "gap_ev": 10.7388, "molar_mass_da": 60.10, "smiles": "C=CC.O", "e_lumo_ev": 0.9, "relative_energy_kj_mol": 164.08}


Record 12
{"formula": "C3H8O", "method": "the ωB97M-V functional and the def2-TZVPD basis", "symbols": ["C", "C", "O", "C", "H", "H", "H", "H", "H", "H", "H", "H"], "positions_angstrom": [[-1.801, 0.136, -0.762], [0.502, -1.285, 1.013], [0.900, -0.050, 1.140], [1.797, 0.421, 0.121], [-1.794, 0.590, -1.758], [-2.806, -0.235, -0.541], [-1.521, 0.883, -0.011], [-1.088, -0.696, -0.730], [-0.199, -1.388, 1.879], [2.142, -0.433, -0.467], [1.245, 1.128, -0.507], [2.624, 0.930, 0.622]], "homo_ev": -8.705, "gap_ev": 9.5587, "molar_mass_da": 60.10, "e_lumo_ev": 0.9, "relative_energy_kj_mol": 323.69}


Record 13
{"formula": "C3H8O", "method": "the ωB97M-V functional and the def2-TZVPD basis", "symbols": ["C", "C", "H", "H", "H", "H", "C", "O", "H", "H", "H", "H"], "positions_angstrom": [[-1.803, 0.780, 0.858], [-1.382, 1.960, 0.377], [-2.085, 0.623, 1.895], [-1.957, -0.070, 0.175], [-0.903, 2.609, 1.104], [-1.437, 2.078, -0.705], [1.894, -1.620, -0.588], [0.992, -0.636, -1.199], [1.505, -2.623, -0.758], [1.959, -1.381, 0.469], [2.838, -1.396, -1.099], [0.379, -0.324, -0.527]], "homo_ev": -10.099, "gap_ev": 11.1280, "molar_mass_da": 60.10, "smiles": "C=C.CO", "e_lumo_ev": 1.0, "relative_energy_kj_mol": 174.91}


Record 14
{"formula": "C3H8O", "method": "the ωB97M-V functional and the def2-TZVPD basis", "symbols": ["H", "H", "C", "C", "C", "O", "H", "H", "H", "H", "H", "H"], "positions_angstrom": [[-0.146, 2.578, 0.262], [-0.847, 2.350, 0.358], [1.238, -0.854, -0.252], [-0.143, -0.250, -0.515], [-1.059, -0.128, 0.677], [-2.021, 0.603, 0.727], [1.216, -1.548, 0.597], [2.002, -0.098, -0.039], [1.574, -1.417, -1.127], [-0.092, 0.696, -1.062], [-0.731, -0.933, -1.142], [-0.854, -0.843, 1.502]], "homo_ev": -9.914, "gap_ev": 10.8974, "molar_mass_da": 60.10, "smiles": "[H][H].CCC=O", "e_lumo_ev": 1.0, "relative_energy_kj_mol": 132.36}


Record 15
{"formula": "C3H8O", "method": "the ωB97M-V functional and the def2-TZVPD basis", "symbols": ["C", "C", "C", "O", "H", "H", "H", "H", "H", "H", "H", "H"], "positions_angstrom": [[0.217, 0.815, 1.038], [0.064, -0.357, 0.086], [-0.208, 0.035, -1.357], [-0.894, -1.304, 0.545], [0.388, 0.423, 2.046], [1.101, 1.377, 0.720], [-0.645, 1.491, 1.072], [1.024, -0.926, 0.175], [0.661, 0.575, -1.745], [-0.376, -0.866, -1.955], [-1.092, 0.676, -1.471], [-0.237, -1.940, 0.844]], "homo_ev": -10.282, "gap_ev": 11.2178, "molar_mass_da": 60.10, "smiles": "CC(C)O", "e_lumo_ev": 0.9, "relative_energy_kj_mol": 33.30}


Record 16
{"formula": "C3H8O", "method": "the ωB97M-V functional and the def2-TZVPD basis", "symbols": ["C", "C", "C", "H", "H", "H", "H", "H", "H", "O", "H", "H"], "positions_angstrom": [[-0.909, 0.757, -2.235], [-0.194, 0.804, -1.119], [0.970, -0.069, -0.643], [-1.790, 1.298, -2.490], [-0.846, 0.195, -3.043], [-0.445, 1.485, -0.461], [1.977, 0.149, -0.844], [1.025, -0.340, 0.415], [0.746, -1.119, -1.138], [-0.532, -0.875, 3.931], [0.275, -0.472, 3.477], [-0.276, -1.812, 4.149]], "homo_ev": -9.778, "gap_ev": 10.4988, "molar_mass_da": 60.10, "smiles": "C=CC.O", "e_lumo_ev": 0.7, "relative_energy_kj_mol": 193.47}


Record 17
{"formula": "C3H8O", "method": "the ωB97M-V functional and the def2-TZVPD basis", "symbols": ["C", "C", "C", "O", "H", "H", "H", "H", "H", "H", "H", "H"], "positions_angstrom": [[0.623, 0.331, 1.204], [0.417, -0.710, 0.099], [-0.832, -0.253, -0.759], [-0.486, 0.585, -1.930], [0.357, 0.032, 2.220], [1.534, 0.858, 0.990], [0.113, 1.390, 1.089], [1.329, -0.839, -0.608], [-0.004, -1.619, 0.553], [-1.722, 0.076, -0.188], [-1.135, -1.143, -1.294], [-0.195, 1.294, -1.377]], "homo_ev": -10.233, "gap_ev": 11.2599, "molar_mass_da": 60.10, "smiles": "CCCO", "e_lumo_ev": 1.0, "relative_energy_kj_mol": 155.00}


Record 18
{"formula": "C3H8O2", "method": "the ωB97M-V functional and the def2-TZVPD basis", "symbols": ["C", "C", "C", "O", "H", "H", "H", "H", "H", "H", "O", "H", "H"], "positions_angstrom": [[0.212, 2.009, 0.702], [-0.104, 0.527, 0.612], [0.267, -0.040, -0.763], [-0.010, 0.506, -1.797], [-0.590, 2.505, 1.250], [0.301, 2.498, -0.269], [1.163, 2.131, 1.217], [0.467, 0.017, 1.386], [-1.151, 0.210, 0.662], [0.889, -0.951, -0.872], [-0.387, -2.488, 0.815], [-0.386, -3.076, 0.050], [0.366, -2.676, 1.385]], "homo_ev": -9.453, "gap_ev": 10.0817, "molar_mass_da": 76.09, "smiles": "CCC=O.O", "e_lumo_ev": 0.6, "relative_energy_kj_mol": 101.82}


Record 19
{"formula": "C3H8O2", "method": "the ωB97M-V functional and the def2-TZVPD basis", "symbols": ["C", "C", "O", "C", "O", "H", "H", "H", "H", "H", "H", "H", "H"], "positions_angstrom": [[-1.898, 0.329, -0.487], [0.170, -0.528, 0.927], [-0.561, -0.143, -0.718], [1.448, 0.227, 0.804], [2.397, -0.178, -0.187], [-1.800, 1.267, 0.057], [-2.451, -0.381, 0.132], [-2.390, 0.495, -1.451], [0.436, -1.560, 0.621], [-0.613, -0.994, -1.176], [1.286, 1.314, 0.742], [1.932, 0.043, 1.776], [2.044, 0.110, -1.038]], "homo_ev": -7.892, "gap_ev": 8.3287, "molar_mass_da": 76.09, "e_lumo_ev": 0.4, "relative_energy_kj_mol": 459.58}


Record 20
{"formula": "C3H8O2", "method": "the ωB97M-V functional and the def2-TZVPD basis", "symbols": ["O", "C", "C", "C", "O", "H", "H", "H", "H", "H", "H", "H", "H"], "positions_angstrom": [[0.875, -2.185, -0.087], [0.782, -0.776, 0.109], [-0.599, -0.212, 0.466], [-0.659, 1.309, 0.440], [-0.374, 1.727, -0.883], [0.143, -2.335, -0.736], [1.156, -0.189, -0.792], [1.493, -0.539, 0.901], [-0.877, -0.614, 1.444], [-1.350, -0.628, -0.217], [0.137, 1.669, 1.131], [-1.630, 1.703, 0.843], [-0.231, 2.670, -0.907]], "homo_ev": -9.987, "gap_ev": 10.8623, "molar_mass_da": 76.09, "smiles": "OCCCO", "e_lumo_ev": 0.9, "relative_energy_kj_mol": 101.43}